Entry from OMol25: 2 unconnected molecules or ions with the total composition C3H6N2O3 in a non-equilibrium geometry (ωB97M-V/def2-TZVPD).

Results
Charge: 0
Frontier orbital gap (eV): 8.671
HOMO (eV): -9.4979
Largest force on an atom (eV Å⁻¹): 5.32

```
14
Properties=species:S:1:pos:R:3:forces:R:3:mulliken_charge:R:1
C 1.015244 -0.058991 0.133643 0.56 -0.15 1.56 0.921
C 1.297051 1.349339 0.438893 0.49 0.11 1.49 -1.162
C -0.310323 -0.562091 -0.343282 -2.36 1.42 -4.56 -0.319
N -0.620679 -1.816299 -0.035867 2.53 -2.27 2.03 -0.318
N -1.513739 0.399223 -0.164761 1.17 -0.67 0.31 0.962
O 1.806694 -0.874764 0.537305 0.23 -1.17 -0.47 -0.570
O -1.339062 1.590646 -0.230902 -0.18 0.35 -0.23 -0.579
O -2.549937 -0.165139 0.028902 -1.11 -0.10 0.08 -0.599
H 2.346906 1.470151 0.834444 -1.48 -0.21 -0.16 0.283
H 1.150820 1.932890 -0.383564 0.07 1.65 -2.70 0.438
H 0.453859 1.774554 1.006517 0.73 -0.33 0.69 0.340
H -0.479730 -0.295519 -2.076944 0.83 -0.30 3.22 0.183
H -1.411004 -2.406829 -0.179616 -0.68 0.79 -0.58 0.190
H 0.153902 -2.337177 0.435237 -0.80 0.88 -0.69 0.230
```
Positions in Å, forces in eV/Å.

Entry from OMol25: a molecular structure, C4H8F6N2O10P2PtS2 (ωB97M-V/def2-TZVPD).

Results
Charge: +2
Frontier orbital gap (eV): 8.552
HOMO (eV): -18.3213
Largest force on an atom (eV Å⁻¹): 0.82

```
35
Properties=species:S:1:pos:R:3:forces:R:3:mulliken_charge:R:1
Pt 0.828269 0.287861 -0.345586 0.13 -0.38 -0.69 1.598
N -3.483601 -0.157527 -0.360365 -0.03 0.00 -0.03 -0.248
C -2.638305 1.054440 -0.017149 -0.10 0.04 -0.02 0.665
C -3.548926 2.251290 0.252137 0.05 0.00 0.04 -1.721
P -1.734664 0.487156 1.528284 0.06 -0.07 -0.21 0.890
O -1.134076 1.759320 2.205770 -0.07 0.01 0.02 -0.463
O -2.690491 -0.351202 2.246598 -0.07 0.01 0.03 -0.752
O -0.531735 -0.334997 0.920468 0.38 0.49 0.54 -0.624
P -1.364111 1.372906 -1.267610 0.53 0.01 0.11 0.949
O -2.061094 2.144044 -2.404498 -0.06 -0.04 -0.05 -0.475
O -0.197950 2.066583 -0.527072 -0.15 -0.11 -0.48 -0.543
O -0.680985 0.027936 -1.682837 -0.28 0.05 0.32 -0.567
H -3.884578 -0.501594 0.531161 0.03 -0.01 0.03 0.425
H -2.927806 -0.929145 -0.747498 0.00 0.01 -0.01 0.319
H -4.239758 0.066908 -1.013612 0.01 0.00 0.00 0.396
H -4.182241 2.051827 1.118489 -0.02 0.01 -0.01 0.483
H -4.176890 2.475689 -0.610884 0.00 -0.01 0.00 0.465
H -2.948452 3.134740 0.469288 0.00 -0.01 0.00 0.423
H -1.538883 2.028583 3.046439 0.04 -0.01 0.01 0.398
H -1.569000 2.460669 -3.181946 0.00 0.01 0.01 0.436
F 1.415566 -0.769553 2.902606 0.05 -0.02 0.00 -0.145
C 2.666663 -1.099218 2.660916 0.02 -0.06 0.02 0.778
F 2.853230 -2.387979 2.765606 0.00 0.01 -0.01 -0.166
F 3.493697 -0.415279 3.407090 0.00 0.00 0.00 -0.151
S 3.070664 -0.614325 0.884573 -0.19 -0.14 0.17 0.995
O 2.510839 0.781328 0.700396 -0.24 -0.21 0.30 -0.609
O 4.426879 -0.868679 0.611230 0.03 0.11 -0.05 -0.452
N 1.926219 -1.431567 -0.004449 0.05 -0.12 -0.14 -0.521
S 2.217132 -1.631388 -1.668058 0.08 -0.10 -0.04 1.017
O 1.188451 -2.452530 -2.175036 0.09 -0.02 -0.09 -0.489
O 2.297578 -0.198266 -2.040814 -0.37 0.57 0.22 -0.596
C 3.914900 -2.447240 -1.999996 0.09 -0.04 0.04 0.710
F 3.760597 -3.108052 -3.111802 -0.01 0.02 0.02 -0.144
F 4.151298 -3.245612 -0.984372 -0.03 0.02 -0.02 -0.152
F 4.811565 -1.507124 -2.107466 -0.01 -0.01 -0.01 -0.130
```
Positions in Å, forces in eV/Å.

Entry from OMol25: 2 unconnected molecules or ions with the total composition C3H7NO (ωB97M-V/def2-TZVPD).

Results
Charge: 0
Frontier orbital gap (alpha / beta) (eV): 7.441 / 7.440
HOMO (alpha / beta) (eV): -7.7207 / -7.7201
Largest force on an atom (eV Å⁻¹): 0.46

```
12
Properties=species:S:1:pos:R:3:forces:R:3:mulliken_charge:R:1
C -1.742339 -0.271943 0.132891 0.08 -0.15 0.15 -0.292
N -0.654217 -0.047007 0.744715 -0.28 0.12 -0.10 -0.020
C 0.674260 -0.754075 0.262406 -0.02 0.02 -0.09 0.696
O 0.463422 -1.799042 -0.340900 0.05 0.44 0.14 -0.655
C 1.690301 0.108690 0.536445 0.13 -0.08 0.05 -1.062
H -0.177855 1.826066 -1.349725 0.03 0.07 -0.09 0.132
H -2.630790 0.327406 0.312282 0.14 -0.12 0.04 0.267
H -1.720616 -1.092644 -0.580053 -0.01 0.04 0.03 0.278
H -0.599295 0.727250 1.400305 0.08 -0.07 -0.09 0.279
H 0.435007 1.521645 -1.046538 -0.09 0.08 -0.13 -0.137
H 2.667627 -0.050461 0.102398 -0.05 -0.14 0.13 0.265
H 1.545688 1.002497 1.133150 -0.06 -0.20 -0.06 0.248
```
Positions in Å, forces in eV/Å.

Entry from OMol25: a molecular structure, C12H19AsN4NiO2S4Se (ωB97M-V/def2-TZVPD).

Results
Charge: -2
Frontier orbital gap (eV): 5.290
HOMO (eV): -1.4214
Largest force on an atom (eV Å⁻¹): 0.19

```
44
Properties=species:S:1:pos:R:3:forces:R:3:mulliken_charge:R:1
Ni -2.545952 0.650999 1.629067 -0.12 -0.12 0.00 0.190
N -0.649239 1.104397 1.721241 0.07 0.12 0.08 -0.361
C -0.033776 1.300057 0.406393 0.09 -0.02 0.00 0.650
C 0.855318 2.565477 0.337671 -0.03 0.02 -0.01 -0.952
C 2.327699 2.336235 -0.029635 -0.03 -0.04 0.00 -0.402
C 2.576089 2.246644 -1.535295 0.02 0.01 -0.01 -1.289
N 1.774102 1.220317 -2.178416 -0.01 0.06 0.03 -0.145
C 2.025460 -0.075869 -2.021154 0.10 -0.03 -0.05 0.611
N 3.230658 -0.554399 -1.669050 -0.16 0.04 0.09 -0.384
N 1.052812 -0.952598 -2.288133 0.01 0.01 0.04 -0.342
C -1.144464 1.256519 -0.667754 -0.06 0.11 0.05 0.411
O -0.805341 1.463629 -1.864308 -0.03 -0.06 -0.04 -0.911
O -2.302424 0.987627 -0.288470 0.03 0.00 -0.03 -0.551
H -0.824587 1.984543 2.216131 -0.03 -0.01 0.02 0.305
H -0.111851 0.516106 2.347125 -0.02 -0.02 -0.02 0.329
H 0.579983 0.412414 0.216130 -0.02 -0.01 0.00 0.102
H 0.824873 3.031956 1.323291 -0.02 0.01 0.00 0.330
H 0.412946 3.288120 -0.353707 0.01 -0.01 -0.01 0.328
H 2.682665 1.424405 0.462833 0.01 0.00 0.01 0.251
H 2.933729 3.159247 0.360410 0.00 0.00 -0.01 0.454
H 3.637208 2.101699 -1.758582 -0.01 -0.01 0.00 0.384
H 2.291303 3.191236 -2.001595 0.02 0.02 0.00 0.429
H 0.736570 1.435626 -2.181207 0.01 -0.04 -0.01 0.419
H 3.854035 0.104742 -1.233150 0.01 -0.02 -0.02 0.352
H 3.177545 -1.474783 -1.178778 0.09 -0.02 0.02 -0.045
H 0.109086 -0.585214 -2.323706 -0.01 -0.01 -0.02 0.369
H 1.166578 -1.889623 -1.915233 -0.07 -0.02 -0.03 0.073
S -3.087300 3.564770 3.389614 0.01 -0.02 0.00 -0.678
As -4.130236 1.710942 3.676976 0.04 0.02 -0.04 0.419
S -4.741038 0.874036 1.711659 0.03 0.04 0.04 -0.433
S -2.552833 0.137508 3.779508 -0.01 -0.01 -0.04 -0.470
S -5.588753 1.618945 5.196079 -0.01 0.02 0.00 -0.626
Se 2.570664 -3.172738 0.280825 0.04 -0.02 -0.07 -0.397
C 0.678000 -3.207959 -0.020944 0.06 0.03 0.00 -0.982
C -0.202317 -2.465168 0.774289 -0.03 0.02 0.03 0.140
C -1.565239 -2.432566 0.516645 0.06 -0.03 0.00 -0.599
C -2.088622 -3.147909 -0.554100 -0.04 -0.01 -0.02 -0.559
C -1.235788 -3.907951 -1.341479 -0.02 0.01 0.00 -0.342
C 0.128994 -3.942528 -1.077170 0.00 0.01 0.00 -0.046
H 0.190935 -1.908537 1.617169 0.03 -0.01 0.00 0.432
H -2.215266 -1.843255 1.154816 -0.02 -0.01 -0.01 0.414
H -3.149657 -3.109333 -0.764655 0.00 0.01 0.00 0.420
H -1.631789 -4.480192 -2.173862 0.00 0.00 0.00 0.350
H 0.789225 -4.537557 -1.697502 0.01 -0.01 0.00 0.353
```
Positions in Å, forces in eV/Å.

Entry from OMol25: 3 unconnected molecules or ions with the total composition C2H9NO3 in a non-equilibrium geometry (ωB97M-V/def2-TZVPD).

Results
SMILES: NCC=O.O.O
Charge: 0
Frontier orbital gap (eV): 10.261
HOMO (eV): -9.6148
Largest force on an atom (eV Å⁻¹): 1.46

```
15
Properties=species:S:1:pos:R:3:forces:R:3:mulliken_charge:R:1
O -1.357157 0.761289 -1.086827 0.50 0.03 -0.43 -0.470
C -0.934521 1.027903 0.006144 -1.16 -0.25 0.85 0.054
C -0.871471 -0.048883 1.098139 0.80 0.39 -0.79 -0.237
N -2.234183 -0.296708 1.519377 -0.35 -0.46 0.34 -0.637
H -0.804306 2.072531 0.339387 0.31 0.05 -0.19 0.324
H -0.250633 0.319193 1.912134 -0.14 -0.04 0.19 0.361
H -0.360740 -0.896730 0.628773 -0.03 -0.25 0.16 0.139
H -2.266430 -0.759285 2.420912 0.16 0.21 0.06 0.237
H -2.691215 -0.950910 0.892475 0.04 0.29 -0.21 0.230
H 1.905717 -0.578502 -3.544587 0.22 -0.06 0.02 0.315
H 0.919096 -0.515696 -2.416890 -0.01 -0.08 0.14 0.329
O 1.827051 -0.785796 -2.606918 -0.31 0.24 -0.03 -0.644
H 2.111808 -0.349334 0.748368 0.09 -0.09 0.06 0.314
H 2.491786 0.506125 -0.437433 0.12 -0.03 -0.08 0.321
O 2.515193 0.494805 0.526944 -0.23 0.04 -0.10 -0.637
```
Positions in Å, forces in eV/Å.

Entry from OMol25: a single C5H9NO molecule in a non-equilibrium geometry (ωB97M-V/def2-TZVPD).

Results
SMILES: C=CC[C@H](N)C=O
Charge: 0
Frontier orbital gap (eV): 10.350
HOMO (eV): -9.3972
Largest force on an atom (eV Å⁻¹): 2.68

```
16
Properties=species:S:1:pos:R:3:forces:R:3:mulliken_charge:R:1
O 1.008936 -2.151793 0.892599 0.82 -0.29 0.15 -0.454
C -0.045470 -1.603231 0.918838 -1.57 0.90 -0.67 -0.074
C -0.217698 -0.084933 0.936462 0.36 1.67 2.07 0.323
C 0.424982 0.692802 -0.216497 0.02 -0.87 -0.35 -0.761
C 0.225393 -0.053912 -1.522165 -0.24 1.42 0.27 -0.209
C -0.686605 0.318834 -2.418806 0.84 -1.29 0.05 -0.774
N 0.176366 0.408846 2.300196 0.40 -0.15 -0.25 -0.732
H -1.012711 -2.148337 0.848956 0.26 -0.24 0.26 0.321
H -1.242311 0.296993 1.057660 -0.34 -1.27 -1.13 0.244
H -0.013010 1.694737 -0.242240 -0.06 -0.15 -0.12 0.430
H 1.499631 0.830338 -0.075437 0.01 -0.17 0.26 0.273
H 0.924862 -0.863901 -1.691788 -0.04 0.01 -0.27 0.377
H -0.636080 -0.222991 -3.358746 -0.65 0.24 -0.08 0.265
H -1.459839 1.039913 -2.200341 0.14 0.28 -0.23 0.275
H -0.119519 1.371094 2.309394 -0.24 0.34 0.32 0.255
H 1.173071 0.475543 2.461912 0.30 -0.45 -0.26 0.241
```
Positions in Å, forces in eV/Å.

Respective ΔE to the lowest compared entry with this formula, charge and spin values: 689.6; 0.0; 360.5; 32.6; 171.2; 230.2 kJ/mol.
Respective molar mass values: 118.09; 679.26; 73.09; 592.15; 95.10; 99.13 g mol⁻¹.